# 1
# C3H4O2

A single C3H4O2 molecule in a non-equilibrium geometry (ωB97M-V/def2-TZVPD, the OMol25 dataset).

## Properties
- SMILES = O=C/C=C/O
- HOMO energy (eV) = -9.8
- ΔE to the lowest compared entry with this formula, charge and spin (kJ/mol) = 133.0

XYZ file:
```
9
Properties=species:S:1:pos:R:3:forces:R:3:nbo_charge:R:1
O -2.6603 0.1784 -0.0997 -0.365 0.109 -0.149 -0.530
C -1.5531 -0.3036 -0.0832 -0.616 1.066 0.276 0.385
C -0.3422 0.5184 -0.0880 -0.507 0.451 -0.063 -0.412
C 0.8297 -0.0702 -0.0865 0.746 -2.614 -0.589 0.205
O 1.9589 0.6271 0.0257 1.057 0.024 0.561 -0.657
H -1.4886 -1.3857 0.0574 0.635 -0.397 -0.217 0.117
H -0.3180 1.6289 -0.0143 -0.578 -1.003 -0.033 0.243
H 1.0709 -1.1979 -0.2365 -1.175 1.775 0.441 0.168
H 2.5027 0.0046 0.5251 0.802 0.588 -0.226 0.481
```
Positions in Å, forces in eV/Å.

***

# 2
# C3H4O2

A single C3H4O2 molecule in a non-equilibrium geometry (ωB97M-V/def2-TZVPD, the OMol25 dataset).

## Properties
- SMILES = COC=C=O
- HOMO energy (eV) = -8.6
- ΔE to the lowest compared entry with this formula, charge and spin (kJ/mol) = 261.2

XYZ file:
```
9
Properties=species:S:1:pos:R:3:forces:R:3:nbo_charge:R:1
C 0.0836 -0.8025 0.8722 0.561 -0.129 2.899 -0.258
O 0.3669 -0.9249 -0.4405 -0.254 0.577 -2.769 -0.494
C 0.2552 0.3055 -1.1127 0.036 -1.076 0.265 -0.226
C -0.4643 1.3090 -0.6289 0.362 -0.791 -0.671 0.624
O -1.1289 2.1560 -0.1984 -0.009 0.462 0.140 -0.433
H 0.9162 -0.0994 1.2502 -1.203 -1.125 0.527 0.170
H 0.1636 -1.9094 1.2830 -0.468 2.617 -0.262 0.210
H -0.9123 -0.2448 1.0501 1.096 -1.338 0.099 0.163
H 0.7201 0.2105 -2.0750 -0.121 0.803 -0.228 0.245
```
Positions in Å, forces in eV/Å.

***

# 3
# C3H4O2

2 unconnected molecules or ions with the total composition C3H4O2 in a non-equilibrium geometry (ωB97M-V/def2-TZVPD, the OMol25 dataset).

## Properties
- HOMO energy (alpha / beta) (eV) = -10.2 / -10.2
- ΔE to the lowest compared entry with this formula, charge and spin (kJ/mol) = 480.8

XYZ file:
```
9
Properties=species:S:1:pos:R:3:forces:R:3:nbo_charge:R:1
C 0.3519 0.1703 0.1375 0.900 -1.461 1.749 -0.429
C -0.8985 0.1765 -0.1953 -0.395 -4.059 1.951 0.239
C 1.5073 1.0596 -0.1875 -1.977 -0.422 -1.306 0.424
O 2.5816 0.8673 0.2811 0.628 0.452 0.150 -0.464
O -2.1066 -1.4280 0.4800 1.614 2.941 -0.801 -0.860
H 0.7701 -0.6395 0.7966 -0.993 0.550 -0.480 0.281
H -1.7832 0.3172 -0.6991 -1.326 1.210 -1.116 0.248
H 1.1797 1.7153 -1.0056 1.022 0.915 0.004 0.118
H -1.6024 -2.2387 0.3923 0.528 -0.124 -0.152 0.444
```
Positions in Å, forces in eV/Å.

***

# 4
# C3H4O2

A single C3H4O2 molecule in a non-equilibrium geometry (ωB97M-V/def2-TZVPD, the OMol25 dataset).

## Properties
- SMILES = C=CC(=O)O
- HOMO energy (eV) = -10.4
- ΔE to the lowest compared entry with this formula, charge and spin (kJ/mol) = 64.0

XYZ file:
```
9
Properties=species:S:1:pos:R:3:forces:R:3:nbo_charge:R:1
C 1.1434 -0.8878 0.4197 -1.831 1.580 -0.717 -0.278
C 0.2219 -0.2596 -0.4020 2.757 -1.085 0.335 -0.374
C -0.9251 0.4419 0.2694 -0.500 -0.744 0.725 0.744
O -1.2862 0.1455 1.3885 0.327 0.547 -1.169 -0.562
O -1.5905 1.3952 -0.4326 0.976 0.009 -0.853 -0.662
H 2.0543 -1.3298 0.0335 -0.199 -0.069 -0.119 0.202
H 1.0156 -0.8603 1.5251 -0.063 -0.110 -1.035 0.226
H 0.4710 -0.2305 -1.5283 -0.852 0.136 1.894 0.221
H -1.1043 1.5855 -1.2734 -0.615 -0.262 0.939 0.484
```
Positions in Å, forces in eV/Å.

***

# 5
# C3H4O2

2 unconnected molecules or ions with the total composition C3H4O2 in a non-equilibrium geometry (ωB97M-V/def2-TZVPD, the OMol25 dataset).

## Properties
- HOMO energy (eV) = -10.5
- ΔE to the lowest compared entry with this formula, charge and spin (kJ/mol) = 172.9

XYZ file:
```
9
Properties=species:S:1:pos:R:3:forces:R:3:nbo_charge:R:1
O -1.7695 -0.9722 2.2996 0.403 -0.526 -1.161 -0.503
C -1.4049 -1.3763 1.3027 -0.542 0.404 1.247 0.497
C 0.9840 0.0154 -0.1256 0.250 -0.120 -0.006 -0.120
C -0.0277 0.6260 -0.9852 -0.010 0.016 -0.309 -0.115
O -0.0893 0.7679 0.4242 -0.017 0.118 0.151 -0.500
H 0.9355 -1.0571 0.0632 0.005 0.174 -0.046 0.186
H 1.9690 0.4667 -0.0239 -0.158 -0.007 -0.046 0.185
H -0.7917 -0.0132 -1.4259 0.060 0.103 0.095 0.184
H 0.1944 1.5429 -1.5291 0.008 -0.162 0.075 0.185
```
Positions in Å, forces in eV/Å.

***

# 6
# C3H4O2

2 unconnected molecules or ions with the total composition C3H4O2 in a non-equilibrium geometry (ωB97M-V/def2-TZVPD, the OMol25 dataset).

## Properties
- HOMO energy (alpha / beta) (eV) = -8.6 / -8.5
- ΔE to the lowest compared entry with this formula, charge and spin (kJ/mol) = 433.0

XYZ file:
```
9
Properties=species:S:1:pos:R:3:forces:R:3:nbo_charge:R:1
C 1.4632 0.2517 0.2870 -0.556 -1.275 3.300 -0.263
C 0.1125 0.1321 0.5403 2.271 -0.757 0.037 -0.397
C -0.7069 0.9074 -0.2920 -1.317 0.867 -1.572 0.913
O -1.4217 -1.4504 -0.3757 -0.580 1.439 -0.870 -1.119
O -1.0584 1.8614 -0.8546 0.517 -2.715 1.309 -0.374
H 2.1501 -0.3034 1.0783 -1.359 1.015 -2.255 0.232
H 1.9165 0.9060 -0.4416 -0.108 0.028 -0.042 0.216
H -0.3682 -0.6900 1.1377 0.527 1.256 -0.534 0.351
H -2.0872 -1.6148 -1.0795 0.606 0.142 0.627 0.441
```
Positions in Å, forces in eV/Å.

***

- Which of these has the lowest ΔE to the lowest compared entry with this formula, charge and spin?
  number 4

***

- Which formula does entry 5 have?
  C3H4O2